1.
DFT (wB97M-V/def2-TZVPD) results for C3H7N3 as an isolated structure.

XYZ file:
```
13
Properties=species:S:1:pos:R:3
C -0.498 -0.279 0.312
C 0.221 0.988 -0.079
C -0.228 -1.523 -0.460
N 1.543 0.840 0.535
N -2.127 -0.105 0.954
N -2.308 0.193 -0.141
H 2.207 1.500 0.148
H 1.497 0.967 1.539
H -0.344 1.869 0.258
H 0.369 1.072 -1.164
H -0.832 -2.361 -0.114
H 0.822 -1.745 -0.240
H -0.321 -1.416 -1.547
```

Computed properties:
- LUMO (spin up / spin down) (eV) = 1.0 / 1.0
- DFT total energy (eV) = -7691.3872
- HOMO-LUMO gap (spin up / spin down) (eV) = 9.124 / 9.125

2.
DFT (wB97M-V/def2-TZVPD) results for an isolated ion of composition C9H17N4O2 and charge +1.

XYZ file:
```
32
Properties=species:S:1:pos:R:3
C 3.530 -0.798 0.710
C 2.143 -0.546 -0.014
C 2.203 -0.410 -1.534
O 1.240 -1.573 0.355
C 1.446 0.744 0.631
N 2.131 1.941 0.322
N 1.363 2.848 -0.137
N 0.103 2.474 -0.045
C -0.006 1.244 0.290
N -1.131 0.379 0.230
C -1.842 0.744 -0.989
C -2.980 -0.300 -1.232
O -3.758 -0.439 -0.084
C -3.077 -0.747 1.052
C -2.034 0.279 1.381
H 4.136 0.178 0.734
H 4.025 -1.646 0.201
H 3.427 -0.928 1.813
H 2.055 -1.396 -1.853
H 1.358 0.124 -1.893
H 3.087 0.107 -1.950
H 1.649 -2.459 0.111
H 1.510 0.591 1.772
H -0.614 -0.468 0.032
H -0.990 0.749 -1.791
H -2.379 1.769 -0.808
H -3.658 0.070 -2.143
H -2.455 -1.257 -1.541
H -2.627 -1.775 0.911
H -3.863 -0.769 1.757
H -2.534 1.306 1.373
H -1.458 -0.034 2.338
```

Computed properties:
- LUMO (eV) = -4.5
- DFT total energy (eV) = -19653.0785
- HOMO-LUMO gap (eV) = 9.647
- charge = +1
- SMILES = CC(C)(O)[C@H]1N=NN=C1[NH+]1CCOCC1

3.
DFT (wB97M-V/def2-TZVPD) results for C10H14IrN2P as an isolated structure.

XYZ file:
```
28
Properties=species:S:1:pos:R:3
C -0.816 -0.466 -3.163
C -1.627 0.561 -2.586
C -0.761 1.536 -2.007
C 0.621 1.146 -2.281
C 0.581 -0.097 -2.991
Ir -0.253 -0.467 -1.049
P -0.491 -2.618 -0.697
H -1.179 -1.318 -3.722
H -2.718 0.604 -2.552
H -1.082 2.437 -1.492
H 1.444 -0.648 -3.359
H 1.512 1.691 -1.966
H 0.642 -3.391 -1.156
H -1.581 -3.303 -1.327
H -0.714 -3.106 0.625
N 0.333 -1.738 2.013
C 0.338 -0.346 2.053
C 0.467 0.290 3.301
C 0.582 1.667 3.376
C 0.540 2.359 2.156
C 0.338 1.662 0.974
N 0.188 0.319 0.907
H 1.104 -2.113 1.434
H 0.373 -2.125 2.951
H 0.467 -0.360 4.167
H 0.723 2.206 4.318
H 0.659 3.442 2.055
H 0.310 2.176 0.019
```

Computed properties:
- LUMO (spin up / spin down) (eV) = 0.3 / -2.1
- multiplicity = 5
- DFT total energy (eV) = -25698.1558
- HOMO-LUMO gap (spin up / spin down) (eV) = 4.044 / 5.466